C12H20N2O3S | the ωB97M-V functional and the def2-TZVPD basis

The energy above the lowest of the compared OMol25 structures with the same formula, charge and spin comes out at 274.6 kcal per mole. For the HOMO energy, the calculation gives -0.2807 Eh. The spin multiplicity is 1. Its gap between HOMO and LUMO is 0.2989 Ha.

Cartesian coordinates (Å):
C -4.6303 -2.1329 -0.4256
C -4.5884 -1.0622 0.5616
O -3.8708 0.2047 0.1791
C -2.6058 0.0864 0.2290
C -1.8413 -1.0683 0.6194
C -0.5391 -0.8424 0.8527
C 0.0011 0.2668 0.4756
S 1.8859 0.6695 0.4283
O 2.2462 1.6852 -0.5513
O 2.1649 0.5714 1.9043
N 2.4487 -1.0291 -0.2219
C 3.4339 -1.5678 0.5579
C 4.9318 -0.7168 0.2944
C 2.5830 -0.6396 -1.9567
C 1.3210 -0.7171 -2.4300
C -0.7018 1.4396 -0.3271
C -2.1171 1.3254 -0.3409
N -2.8175 2.2227 -0.8260
H -5.0207 -1.5369 -1.4118
H -3.6316 -2.4593 -0.8402
H -5.2899 -2.9625 0.0561
H -5.7957 -0.8374 0.6655
H -4.4249 -1.5052 1.5338
H -2.2761 -1.7522 1.1877
H 0.1106 -1.5589 1.0766
H 3.1437 -1.3835 1.5749
H 3.4700 -2.5038 0.3127
H 5.5216 -1.2681 1.1213
H 5.1481 -0.8583 -0.7557
H 4.6074 0.3090 0.8223
H 3.2189 0.0255 -1.9242
H 3.1254 -1.6060 -2.0697
H 0.7754 0.0346 -2.2349
H 1.4164 -0.6950 -3.5239
H 0.5018 -1.5647 -1.9488
H -0.1687 2.1238 -0.6881
H -2.5191 3.3911 -0.8595
H -3.9362 2.3205 -0.6722

***

C39H72N12O6 | the ωB97M-V functional and the def2-TZVPD basis

For the HOMO energy, the calculation gives -0.4015 Eh. The spin multiplicity is 1. Its gap between HOMO and LUMO is 0.3979 Ha.

Cartesian coordinates (Å):
C -5.1254 -1.2718 -0.8450
N -5.2900 -2.5319 -0.0320
O -6.3178 -2.6653 0.5787
O -4.3492 -3.3044 0.0304
H -4.3648 -0.6634 -0.2805
H -6.1381 -0.8368 -0.8148
H -4.7709 -1.4742 -1.8411
C 2.5958 3.4889 2.6140
N 3.5880 2.4317 2.2981
O 4.4725 2.1835 3.1451
O 3.4771 1.8119 1.2491
H 2.8939 4.4508 2.1390
H 2.5435 3.4847 3.7206
H 1.5646 3.2181 2.3181
C -2.3857 1.9371 3.1087
N -1.1194 2.5872 3.3942
O -0.7570 2.6477 4.5593
O -0.5958 3.0191 2.3959
H -2.9642 2.5982 2.4737
H -2.9268 1.7433 3.9960
H -2.1325 1.0144 2.5109
C -2.2308 -3.2508 5.1785
C -2.5836 -4.0262 3.8429
C -3.9730 -3.7281 3.2225
C -4.1404 -2.2672 2.9039
N -4.2247 -1.1251 2.9147
H -1.9671 -2.2124 4.8321
H -1.4314 -3.7651 5.5878
H -3.0705 -3.2946 5.8202
H -2.5038 -5.0975 3.9851
H -1.8983 -3.6882 3.0996
H -4.8241 -4.0399 3.7507
H -3.9604 -4.2334 2.2856
C 1.7293 -0.8404 -4.1908
C 2.4219 -1.9878 -3.4416
C 1.7698 -3.2906 -3.8230
C 2.3062 -4.3503 -2.9687
N 2.7608 -5.0752 -2.2014
H 2.0340 -0.6127 -5.2166
H 2.0051 0.1352 -3.7480
H 0.6795 -1.0253 -4.1720
H 2.3560 -1.9315 -2.3735
H 3.4788 -2.0862 -3.6461
H 1.8142 -3.5423 -4.8807
H 0.6967 -3.2844 -3.6941
C 2.6767 5.7865 -2.8415
C 3.2586 5.1173 -4.1116
C 2.3547 4.0767 -4.8532
C 1.0027 4.6342 -4.9413
N -0.0763 5.0690 -5.0385
H 3.4704 6.3163 -2.3720
H 2.3874 5.0670 -2.0884
H 1.8194 6.4630 -3.0811
H 4.1833 4.6461 -3.8333
H 3.6344 5.9209 -4.7839
H 2.1764 3.2335 -4.2034
H 2.8054 3.7860 -5.8667
C 4.9835 -1.2912 1.7479
C 3.9590 -2.1039 2.5460
C 2.6759 -2.1095 1.7251
C 1.4463 -2.5012 2.3936
N 0.4513 -2.6788 2.9446
H 5.0416 -1.6167 0.7389
H 5.9981 -1.2364 2.1393
H 4.6311 -0.2550 1.6741
H 3.9319 -1.6298 3.5186
H 4.2545 -3.1420 2.7724
H 2.7285 -2.7139 0.8470
H 2.4649 -1.0581 1.4106
C 0.9222 -1.2496 7.7538
C 1.5509 -1.1432 6.2881
C 1.0699 0.2342 5.8011
C 1.2647 0.4253 4.3432
N 1.4186 0.5754 3.2162
H 1.3263 -1.9914 8.4529
H -0.1662 -1.3812 7.6378
H 1.0540 -0.2689 8.2307
H 1.2526 -1.8687 5.5698
H 2.7234 -1.0887 6.2645
H 1.6750 1.0647 6.2117
H 0.0474 0.5137 6.0619
C -1.5562 5.3337 0.8331
C -0.5397 5.0518 -0.2376
C -1.1492 5.1053 -1.6967
C -2.3625 4.2717 -1.8985
N -3.2417 3.5569 -2.0790
H -1.0369 5.7299 1.6904
H -2.1025 4.4056 1.2343
H -2.2493 6.1873 0.4941
H 0.0152 4.1391 -0.0998
H 0.1752 5.8611 -0.3346
H -0.3938 4.8809 -2.4422
H -1.3616 6.1458 -1.7239
C -1.7196 0.4191 -5.0124
C -1.0353 1.7525 -5.3913
C -0.7910 1.8729 -6.9903
C 0.3897 1.1201 -7.3090
N 1.3091 0.4810 -7.6009
H -2.0543 0.3374 -3.9919
H -0.9991 -0.4098 -5.1665
H -2.5701 0.1629 -5.6766
H -0.1331 1.9121 -4.8054
H -1.6664 2.6286 -5.0512
H -0.6853 2.9352 -7.1284
H -1.6525 1.5444 -7.5654
C -1.5528 -0.2838 -0.7386
C -0.4854 0.0634 0.1829
C 0.7969 0.4944 -0.5819
C 0.6064 1.3733 -1.6479
N 0.4879 2.1930 -2.4465
H -1.8530 0.4120 -1.4927
H -2.4031 -0.4585 -0.1344
H -1.4159 -1.1646 -1.3749
H -0.2201 -0.6818 1.0043
H -0.8746 0.8972 0.7763
H 1.3913 -0.4077 -0.8981
H 1.4373 0.9607 0.1364
C -1.7426 -6.0444 -1.7480
C -1.1068 -6.2609 -0.3592
C -1.1234 -4.9688 0.5071
C -0.3379 -3.9175 -0.0906
N 0.2896 -3.0829 -0.6268
H -1.1185 -5.2496 -2.2957
H -2.7898 -5.8123 -1.7290
H -1.6563 -6.9291 -2.3415
H -0.0954 -6.5436 -0.5599
H -1.4951 -7.1282 0.1752
H -0.7618 -5.1567 1.5234
H -2.1067 -4.5793 0.6491

***

C35H25BrN7O4SV | the ωB97M-V functional and the def2-TZVPD basis

The energy above the lowest of the compared OMol25 structures with the same formula, charge and spin comes out at 1.7 kcal per mole. For the HOMO energy (spin up / spin down), the calculation gives -0.2682 / -0.2744 Eh. The spin multiplicity is 3. Its gap between HOMO and LUMO (spin up / spin down) is 0.2584 / 0.2602 Ha.

Cartesian coordinates (Å):
V -0.1497 -0.7530 -0.1015
C 0.1487 -0.4167 -4.5822
C -0.3498 -0.2852 -3.2751
N 0.3992 -0.4250 -2.2074
C 1.7303 -0.6978 -2.3620
C 2.3159 -0.8460 -3.6313
C 1.4723 -0.7007 -4.7557
C 3.6948 -1.1521 -3.7296
C 4.4223 -1.3174 -2.5869
C 3.8459 -1.1763 -1.3084
C 2.5105 -0.8596 -1.1659
N 1.7902 -0.7519 0.0025
C 2.3115 -0.7270 1.2818
C 3.5553 -0.3184 1.7127
C 3.9250 -0.4552 3.0700
C 3.0886 -1.0041 3.9988
C 1.7786 -1.3831 3.6105
C 0.8222 -1.9694 4.4709
C -0.4184 -2.2884 3.9937
C -0.7486 -1.9734 2.6630
N 0.1140 -1.4055 1.8503
C 1.3825 -1.1601 2.2850
H -0.5259 -0.3053 -5.4187
H -1.3957 -0.0488 -3.1139
H 1.8882 -0.8253 -5.7478
H 4.1475 -1.2614 -4.7060
H 5.4727 -1.5692 -2.6546
H 4.4539 -1.3568 -0.4356
H 4.2657 0.0904 1.0091
H 4.9161 -0.1387 3.3681
H 3.4068 -1.1482 5.0225
H 1.0877 -2.1708 5.5017
H -1.1629 -2.7548 4.6228
H -1.7431 -2.1487 2.2673
N -4.2460 2.5836 6.3073
C -4.0251 2.0290 5.0577
C -2.7979 1.4338 4.7536
C -2.5945 0.8415 3.5226
C -3.6084 0.8376 2.5765
C -4.8277 1.4336 2.8620
C -5.0369 2.0193 4.0958
S -3.4191 0.0372 1.0156
O -4.2947 0.6872 0.0822
O -3.5578 -1.3838 1.2071
N -1.8598 0.2581 0.6089
C -1.3054 1.4881 0.5327
N -1.8995 2.6504 0.8032
C -1.1656 3.7305 0.5807
C 0.1397 3.6965 0.0973
C 0.6851 2.4440 -0.1050
N -0.0195 1.3501 0.1375
H -3.4304 2.8555 6.8289
H -5.0084 3.2355 6.3790
H -2.0040 1.4395 5.4908
H -1.6352 0.3970 3.2911
H -5.6009 1.4452 2.1062
H -5.9899 2.4821 4.3209
H -1.6457 4.6781 0.7996
H 0.7020 4.5965 -0.0924
H 1.7049 2.2975 -0.4450
Br -5.0408 -0.0630 -3.3487
C -4.4137 -1.7739 -2.8273
C -5.1467 -2.8931 -3.1836
C -4.6570 -4.1509 -2.8571
C -3.4384 -4.2807 -2.2140
C -2.7185 -3.1466 -1.8504
C -3.2226 -1.8844 -2.1318
C -1.3633 -3.3495 -1.2377
O -0.8089 -4.4287 -1.2903
O -0.8435 -2.3156 -0.6371
H -6.0828 -2.7792 -3.7118
H -5.2243 -5.0318 -3.1257
H -3.0186 -5.2519 -1.9964
H -2.6981 -0.9937 -1.8108

***

CH3PS | the ωB97M-V functional and the def2-TZVPD basis

The energy above the lowest of the compared OMol25 structures with the same formula, charge and spin comes out at 1.8 kcal per mole. For the HOMO energy, the calculation gives -0.3299 Eh. The spin multiplicity is 1. Its gap between HOMO and LUMO is 0.3300 Ha.

Cartesian coordinates (Å):
C -0.2144 -0.3287 -0.4319
P -0.7136 1.4092 -0.0789
S -1.9632 -0.4953 0.0406
H -0.0266 -0.5525 -1.4786
H 0.4866 -0.8158 0.2389
H -0.3571 1.3656 1.2772

***

C27H40BF15O15 | the ωB97M-V functional and the def2-TZVPD basis

For the HOMO energy, the calculation gives -0.3876 Eh. The spin multiplicity is 1. Its gap between HOMO and LUMO is 0.3888 Ha.

Cartesian coordinates (Å):
C 3.3737 -2.7817 1.9110
C 4.0820 -1.4259 1.8615
C 3.1365 -0.2516 2.2115
C 2.5521 0.4621 0.9766
C 2.2690 1.9676 1.1340
C 1.8208 2.4288 2.5079
O 0.4508 2.0222 2.7177
C 0.1993 1.2355 3.7579
O 0.9807 0.7732 4.5311
O -1.1415 0.9854 3.8056
B -1.6841 0.1208 2.8794
O -0.8512 -0.5430 2.0137
O -3.0580 -0.1198 2.9131
H 2.4893 -2.7692 1.2602
H 3.0186 -2.9706 2.9312
H 4.0288 -3.6026 1.6039
H 4.5307 -1.2631 0.8745
H 4.9006 -1.4396 2.5895
H 3.6704 0.4559 2.8543
H 2.3033 -0.6678 2.7945
H 1.6335 -0.0424 0.6541
H 3.2574 0.3450 0.1427
H 1.4588 2.2442 0.4438
H 3.1501 2.5536 0.8438
H 2.4363 2.0462 3.3234
H 1.8212 3.5244 2.5549
H -1.3020 -0.7990 1.1993
H -3.5477 0.5741 2.4544
C -0.5567 4.0226 -3.4657
C -1.2668 3.6181 -2.1966
O -1.6286 2.2153 -2.2211
C -0.6868 1.3583 -1.8876
O 0.4361 1.5794 -1.5433
C -1.2639 -0.0759 -1.9431
F -1.9801 -0.2863 -3.0410
F -2.0815 -0.2602 -0.8766
F -0.2874 -0.9699 -1.8769
H -1.1734 3.7802 -4.3307
H -0.3764 5.0968 -3.4589
H 0.4011 3.5121 -3.5668
H -2.2140 4.1424 -2.1005
H -0.6617 3.8182 -1.3126
C -4.4738 -2.0523 0.8066
C -5.7830 -1.6352 1.4321
O -6.6896 -1.0975 0.4389
C -7.3709 -1.9804 -0.2703
O -7.3406 -3.1715 -0.1847
C -8.3017 -1.2388 -1.2593
F -7.6621 -0.2392 -1.8763
F -9.3417 -0.7196 -0.5931
F -8.7636 -2.0763 -2.1789
H -4.0333 -1.2237 0.2549
H -3.7787 -2.3624 1.5838
H -4.6244 -2.8843 0.1185
H -5.6450 -0.8240 2.1424
H -6.2668 -2.4617 1.9504
C 2.6273 -2.0212 -2.1419
C 2.4905 -3.2066 -3.0680
O 3.3561 -3.0759 -4.2197
C 4.6167 -3.4335 -4.0423
O 5.1234 -3.8631 -3.0493
C 5.3946 -3.2609 -5.3685
F 5.1127 -2.0931 -5.9523
F 5.0583 -4.2444 -6.2146
F 6.7021 -3.3214 -5.1491
H 2.4359 -1.0913 -2.6776
H 1.9121 -2.1060 -1.3260
H 3.6282 -1.9703 -1.7145
H 1.4890 -3.2684 -3.4884
H 2.7127 -4.1447 -2.5612
C -7.1336 4.4262 -3.8269
C -6.5323 4.3951 -5.2129
O -5.6673 5.5362 -5.4346
C -4.4423 5.4382 -4.9575
O -3.9590 4.5180 -4.3638
C -3.6360 6.7106 -5.3107
F -4.3418 7.8175 -5.0785
F -3.3017 6.6827 -6.6057
F -2.5200 6.7582 -4.5874
H -7.6655 5.3632 -3.6626
H -7.8376 3.6022 -3.7155
H -6.3638 4.3253 -3.0630
H -7.2958 4.4833 -5.9816
H -5.9635 3.4831 -5.3876
C 5.0710 -4.6495 7.5773
C 4.9934 -3.1400 7.5734
O 6.0971 -2.5617 6.8380
C 5.9583 -2.5244 5.5234
O 5.0313 -2.9150 4.8779
C 7.1928 -1.8364 4.8938
F 8.3284 -2.2801 5.4375
F 7.1169 -0.5142 5.0967
F 7.2325 -2.0615 3.5858
H 6.0297 -4.9812 7.9762
H 4.2754 -5.0553 8.2015
H 4.9567 -5.0499 6.5709
H 5.0946 -2.7325 8.5763
H 4.0582 -2.7838 7.1440

***

C15H70BNO31 | the ωB97M-V functional and the def2-TZVPD basis

The energy above the lowest of the compared OMol25 structures with the same formula, charge and spin comes out at 0.0 kcal per mole. For the HOMO energy, the calculation gives -0.3674 Eh. The spin multiplicity is 1. Its gap between HOMO and LUMO is 0.3423 Ha.

Cartesian coordinates (Å):
C 0.2294 0.7928 3.6158
C 0.9154 -0.3152 2.7328
C 0.9154 0.2048 1.3128
C -0.4766 -0.0232 0.4638
N -0.5686 0.7578 -0.8732
C -1.9866 0.5988 -1.2382
C -2.4066 -0.6132 -1.9052
C -0.9426 -1.2132 -2.2602
C 0.0604 -0.0152 -1.9472
C -0.2126 2.2118 -0.7452
C 1.2584 2.5668 -1.1742
C 1.6084 3.9938 -0.6512
H -0.8176 0.8848 3.3888
H 0.8054 1.7208 3.7278
H 0.0754 0.4928 4.6538
H 0.2964 -1.0472 2.6348
H 1.8314 -0.2812 3.0578
H 1.6994 -0.2692 0.7388
H 1.1024 1.2288 1.1428
H -1.3016 0.3658 1.0268
H -0.6086 -1.0002 0.1398
H -2.2316 1.5188 -1.8242
H -2.5576 0.6788 -0.4012
H -3.0456 -0.4662 -2.6362
H -3.0786 -1.2162 -1.2832
H -1.0606 -1.4612 -3.3282
H -0.8026 -2.1912 -1.7382
H 0.1054 0.5758 -2.8822
H 1.0974 -0.3602 -1.8082
H -0.3346 2.4308 0.3168
H -0.6746 2.9368 -1.3162
H 1.5214 2.4768 -2.1412
H 2.0424 1.8138 -0.6332
H 1.1874 4.2748 0.2478
H 1.3274 4.7888 -1.3022
H 2.6084 4.0738 -0.6552
O -0.1056 -3.8552 5.3078
C 0.9464 -3.9162 4.6068
O 0.9454 -3.4072 3.4618
B 2.2234 -3.9182 2.8048
O 2.8774 -4.8512 3.7928
C 2.1414 -4.7242 4.8008
O 2.4684 -5.0412 5.9298
O 2.9874 -2.7742 2.3078
C 3.2434 -2.9952 1.0428
O 3.8924 -2.1242 0.4098
C 2.4834 -4.1862 0.6628
O 1.8814 -4.5942 1.6598
O 2.4684 -4.6352 -0.5222
O -4.8536 -1.8332 -3.8212
H -4.3036 -2.6222 -3.8782
H -5.6536 -2.1122 -3.4482
O 3.2314 6.2448 -2.2762
H 3.1084 5.8468 -3.0652
H 3.4724 7.0888 -2.6192
O 2.2074 7.4238 -0.1982
H 2.1384 6.7718 -0.8352
H 2.4514 6.9108 0.5948
O 5.3884 5.5288 -2.4512
H 4.4084 5.4698 -2.5752
H 5.6604 5.8958 -1.6232
O -1.2566 1.1378 -5.2742
H -1.5596 1.8708 -4.8202
H -2.0926 0.4898 -5.2942
O 3.4444 1.2008 4.7948
H 4.1534 0.6878 4.7818
H 3.5114 1.3728 4.0118
O 0.7144 3.6038 5.8598
H 1.4534 4.1618 6.0338
H 0.8774 2.7258 6.2628
O 0.2124 -3.9832 -3.8272
H 0.9224 -3.3392 -4.0642
H 0.4764 -4.7322 -4.4452
O -3.7496 -0.1112 -5.4972
H -4.1016 -0.1332 -6.3762
H -4.2556 -0.5972 -4.9282
O -2.9766 -3.7992 -4.4612
H -2.4156 -3.3142 -5.0822
H -2.5316 -4.3782 -3.9282
O -0.0306 -5.1072 -1.3202
H -0.3086 -4.6042 -2.1812
H 0.9424 -4.9772 -1.2612
O -2.8456 3.0638 2.0008
H -3.2396 2.2858 2.0558
H -2.3056 2.9878 2.8218
O 4.4144 0.5438 0.8788
H 4.9344 0.7648 0.0598
H 4.1254 -0.4662 0.8338
O 3.0634 0.2688 -3.0572
H 2.5744 -0.3242 -3.6552
H 3.3784 0.9638 -3.6632
O -1.6886 -2.8952 2.3708
H -0.7486 -2.9282 2.8548
H -2.2386 -2.3942 3.0578
O -5.5036 0.1248 -0.1992
H -6.1926 0.6998 -0.3772
H -5.7006 -0.7892 -0.4032
O -5.2086 1.4598 -2.7602
H -5.1276 1.0008 -1.8512
H -6.0676 1.1628 -3.0912
O 4.0234 -2.5542 -2.9152
H 3.5214 -1.7492 -2.8262
H 4.8374 -2.2682 -2.7122
O -1.1566 -1.5102 6.4468
H -1.4286 -2.1652 5.9038
H -1.6036 -0.7822 6.3488
O -2.5806 -4.1942 0.0198
H -1.6916 -4.4082 -0.3052
H -2.2906 -3.8022 0.9958
O -0.7006 3.6808 -4.0492
H -0.3076 3.9138 -4.8922
H -1.0536 4.3348 -3.7172
O 1.2454 -0.8492 7.6338
H 0.5414 -1.0492 7.0148
H 1.9004 -1.4942 7.5508
O -4.4536 0.5648 2.0728
H -4.8956 0.2208 1.4208
H -4.2486 -0.1012 2.6208